<one>
C4H14NO2 | ωB97M-V/def2-TZVPD

Last column: Löwdin charge in e.
Positions of all 21 atoms, in Å:
1 C -0.55342 0.58954 -0.07109  -0.110
2 N 0.45788 0.68370 -1.21146  0.053
3 C 1.67560 0.10694 -0.50039  -0.123
4 C 1.59374 0.67571 0.86797  -0.166
5 C 0.14835 0.37845 1.30100  -0.136
6 H -0.98969 1.58640 -0.03407  0.129
7 H -1.44056 -0.03086 -0.31497  0.128
8 H 0.69027 1.64349 -1.47463  0.179
9 H 0.03819 0.32668 -2.07503  0.131
10 H 2.65475 0.24284 -0.90789  0.128
11 H 1.48009 -0.98529 -0.69481  0.156
12 H 2.38228 0.19304 1.41026  0.121
13 H 1.84980 1.74586 1.01080  0.144
14 H -0.31842 1.04115 1.99354  0.108
15 H 0.02006 -0.68666 1.60172  0.123
16 H -0.52909 -1.56250 -3.47863  0.078
17 H -1.35514 -1.51393 -2.12964  0.061
18 O -0.48166 -1.44916 -2.52360  -0.028
19 H -2.75016 -1.61313 2.02729  0.065
20 H -1.86411 -0.69189 2.84845  0.032
21 O -2.70878 -0.68039 2.35522  -0.073

Summary:
E_HOMO   -14.679 eV
Multiplicity   1
Orbital gap   0.4254 Ha
Charge   +1


<two>
C4H14NO2 | ωB97M-V/def2-TZVPD

Last column: Löwdin charge in e.
Positions of all 21 atoms, in Å:
1 C -1.04746 0.62429 1.75640  0.225
2 O -0.29390 -0.99046 -2.39373  -0.032
3 C -2.32624 0.45368 1.28795  -0.034
4 C -2.58497 -0.30988 0.07069  -0.165
5 C -2.56588 0.63316 -1.19357  -0.030
6 N 6.94673 1.37802 1.00987  0.065
7 H -0.81548 1.37642 2.51452  0.115
8 H -0.28647 0.00641 1.27893  0.074
9 H 0.17377 -1.33940 -3.15114  0.057
10 H -3.13294 0.81082 1.93319  0.149
11 H -3.59465 -0.69326 0.11190  0.121
12 H -1.80516 -1.14571 -0.06931  0.154
13 H -3.45341 1.30849 -1.08699  0.117
14 H -2.72791 0.10579 -2.15415  0.092
15 H -1.53951 1.03100 -1.26292  0.090
16 H 6.24313 1.67021 0.35805  0.012
17 H 7.33301 0.46026 0.88705  0.016
18 H 6.88447 1.72050 1.94982  0.015
19 H 0.27557 -2.35023 0.38969  0.071
20 H -0.09575 -1.24882 -1.45567  -0.048
21 O 0.16332 -1.45130 0.03144  -0.063

Summary:
E_HOMO   -11.746 eV
Multiplicity   1
Orbital gap   0.0642 Ha
Charge   +1


<three>
C4H14NO2 | ωB97M-V/def2-TZVPD

Last column: Löwdin charge in e.
Positions of all 21 atoms, in Å:
1 C 0.65132 -0.44218 0.80688  -0.179
2 C -0.78918 -0.09940 1.23167  -0.178
3 C -1.52894 0.60246 0.02905  -0.162
4 C -1.66533 -0.52503 -1.12969  -0.311
5 O -2.68697 -1.40493 -0.81764  -0.078
6 N 1.64575 0.69336 0.98812  0.135
7 H 0.67644 -0.82542 -0.22498  0.082
8 H 1.13417 -1.26574 1.45407  0.157
9 H -1.37078 -1.11733 1.41208  0.162
10 H -0.76264 0.55511 2.11309  0.106
11 H -0.99472 1.50082 -0.40429  0.110
12 H -2.57815 0.90376 0.26053  0.125
13 H -1.82411 0.27029 -1.96615  0.129
14 H -0.64640 -1.11340 -1.44705  0.145
15 H -2.42716 -2.39385 -0.75327  0.155
16 H 1.80603 0.88099 1.95715  0.153
17 H 1.24963 1.56441 0.53650  0.180
18 H 2.55399 0.52458 0.55995  0.129
19 H 2.91064 -0.08088 -1.71083  0.114
20 H 2.32644 1.26576 -1.68914  0.029
21 O 2.31997 0.50660 -1.20605  -0.005

Summary:
E_HOMO   -13.114 eV
Multiplicity   1
Orbital gap   0.3557 Ha
Charge   +1


<four>
C4H14NO2 | ωB97M-V/def2-TZVPD

Last column: Löwdin charge in e.
Positions of all 21 atoms, in Å:
1 C 2.84471 -0.18279 -2.02198  -0.083
2 C 1.86047 -1.21746 -1.47471  -0.198
3 C 1.04881 -1.01624 -0.23508  -0.078
4 C 0.34295 0.06811 -0.02647  0.363
5 N -1.90933 -1.42224 0.96862  0.086
6 H 2.26154 0.60471 -2.51230  0.079
7 H 3.52896 0.35817 -1.35390  0.099
8 H 3.44316 -0.57811 -2.83305  0.089
9 H 1.17261 -1.36773 -2.32535  0.146
10 H 2.50134 -2.10021 -1.47848  0.132
11 H 1.10848 -1.76337 0.56819  0.160
12 H 0.08581 0.84229 -0.76664  0.159
13 H -1.68509 -2.41654 1.03217  0.065
14 H -2.39880 -1.35035 0.07141  0.070
15 H -1.02432 -0.90934 0.72510  -0.023
16 H -2.39893 0.26541 2.20298  -0.001
17 H -3.28555 1.35169 2.82424  0.057
18 O -2.38306 1.14273 2.60816  -0.053
19 H -1.52551 2.50817 1.62851  -0.022
20 H -1.86094 4.00578 1.43804  0.044
21 O -1.72731 3.17734 0.96053  -0.091

Summary:
E_HOMO   -13.582 eV
Multiplicity   1
Orbital gap   0.1711 Ha
Charge   +1


Short version: <one>, <three>, <four>, <two>, most stable first.


<one>
C4H14NO2 | ωB97M-V/def2-TZVPD

Last column: Löwdin charge in e.
Positions of all 21 atoms, in Å:
1 C -1.07727 -0.01346 -1.57870  -0.035
2 C -0.41585 0.04416 -0.22766  -0.289
3 C 1.02406 0.60862 -0.21924  -0.334
4 C 1.91735 -0.04970 -1.21039  -0.028
5 O 1.52321 0.18441 1.09347  -0.047
6 N -0.37050 -1.36573 0.32598  0.238
7 H -1.36936 0.98233 -1.90414  0.104
8 H -0.56437 -0.49579 -2.40723  0.088
9 H -2.05041 -0.53512 -1.60177  0.099
10 H -0.96741 0.60697 0.50766  0.120
11 H 0.98140 1.68864 -0.19399  0.160
12 H 1.52763 0.10193 -2.21710  0.089
13 H 2.89304 0.42408 -1.28996  0.103
14 H 2.07467 -1.10877 -1.02538  0.093
15 H 1.46284 0.90341 1.73001  0.104
16 H -0.18717 -1.34948 1.32489  0.162
17 H -1.16717 -1.92237 0.03096  0.172
18 H 0.41531 -1.83711 -0.12282  0.153
19 H -1.42181 1.66111 2.83378  0.053
20 H -2.35177 0.65104 3.48985  0.059
21 O -1.87643 0.82083 2.66177  -0.062

Summary:
E_HOMO   -14.808 eV
Multiplicity   1
Orbital gap   0.4316 Ha
Charge   +1


<two>
C4H14NO2 | ωB97M-V/def2-TZVPD

Last column: Löwdin charge in e.
Positions of all 21 atoms, in Å:
1 C 3.19061 0.12988 0.32102  -0.087
2 C 1.74610 0.61009 0.55201  -0.234
3 C 0.77843 -0.00350 -0.43438  -0.118
4 C -1.52681 -0.73478 0.28966  0.150
5 N -0.59311 0.09844 0.14204  0.030
6 H 3.75545 0.46541 1.18764  0.079
7 H 3.66065 0.47128 -0.58952  0.080
8 H 3.23112 -0.95271 0.44963  0.082
9 H 1.72025 1.70038 0.52784  0.115
10 H 1.52370 0.27538 1.56760  0.119
11 H 0.89562 -1.06577 -0.63789  0.134
12 H 0.67893 0.54622 -1.36968  0.143
13 H -1.40585 -1.73178 -0.13760  0.089
14 H -2.46944 -0.47967 0.70636  0.115
15 H -0.86792 0.99164 0.62457  0.099
16 H -2.32181 2.76524 1.18769  0.086
17 H -0.86515 3.00134 1.67453  0.080
18 O -1.50738 2.31649 1.45356  -0.024
19 H -1.77176 -3.35215 -2.26346  0.061
20 H -2.18791 -1.96324 -2.66227  0.060
21 O -1.58254 -2.42830 -2.07211  -0.057

Summary:
E_HOMO   -15.392 eV
Multiplicity   1
Orbital gap   0.4288 Ha
Charge   +1


<three>
C4H14NO2 | ωB97M-V/def2-TZVPD

Last column: Löwdin charge in e.
Positions of all 21 atoms, in Å:
1 O 1.24194 1.53509 0.33417  -0.048
2 C 1.74682 0.39536 -0.35530  -0.174
3 C 0.85389 -0.82846 -0.08203  -0.306
4 N -0.55399 -0.35204 0.09138  0.000
5 C -1.45539 -1.20872 0.91166  0.025
6 C 0.90466 -1.87109 -1.18858  -0.020
7 H 1.70516 1.62604 1.17403  0.112
8 H 2.75990 0.19196 -0.03929  0.136
9 H 1.76201 0.61525 -1.42087  0.133
10 H 1.16093 -1.28329 0.86035  0.154
11 H -0.55506 0.60584 0.47444  0.120
12 H -0.96583 -0.22679 -0.83446  0.175
13 H -2.32127 -0.60060 1.15443  0.099
14 H -0.93044 -1.37507 1.85279  0.110
15 H -1.63600 -2.15759 0.42404  0.102
16 H 1.92274 -2.24161 -1.28412  0.104
17 H 0.15691 -2.63077 -1.06717  0.077
18 H 0.67014 -1.40408 -2.15366  0.098
19 H -2.59738 2.03969 -0.61945  0.063
20 H -2.16567 2.81892 0.60571  0.068
21 O -2.17500 1.93242 0.23691  -0.028

Summary:
E_HOMO   -15.030 eV
Multiplicity   1
Orbital gap   0.4469 Ha
Charge   +1


Short version: <three>, <one>, <two>, most stable first.